Entry 1:
2 unconnected molecules or ions with the total composition C4H5NO at a distorted geometry, computed with wB97M-V/def2-TZVPD.

Positions of all 11 atoms, in Å:
1 C 0.259 -1.355 -0.353
2 C -0.675 -0.420 -0.258
3 C -1.275 0.898 -0.182
4 O -1.805 -0.198 -0.967
5 H 1.045 -1.567 0.354
6 H 0.242 -1.955 -1.250
7 H -1.889 1.285 0.628
8 H -0.839 1.650 -0.842
9 C 1.873 0.479 0.812
10 N 2.825 0.593 0.169
11 H 0.988 0.362 1.408

Computed properties:
- Multiplicity: 1
- Strongest force on any atom: 1.2 eV Å⁻¹
- Total charge: 0
- SMILES string: C=C1CO1.C#N
- HOMO-LUMO gap: 0.3747 Ha
- E_HOMO: -9.38 eV
- E_tot: -285.27562 Ha
- Energy relative to the best compared isomer or geometry (same formula, charge and spin): 87.2 kcal/mol

***

Entry 2:
C20H24N2O2 in the gas phase, computed with wB97M-V/def2-TZVPD.

Positions of all 48 atoms, in Å:
1 C -1.295 -0.454 3.520
2 O -0.724 0.211 2.421
3 C 0.596 0.578 2.481
4 C 1.402 0.342 3.582
5 C 2.746 0.683 3.570
6 C 3.290 1.275 2.450
7 C 2.488 1.538 1.352
8 C 1.138 1.200 1.331
9 N 0.339 1.409 0.208
10 C -0.892 2.165 0.385
11 C -1.556 2.399 -0.973
12 N -1.353 1.243 -1.817
13 C -2.387 0.396 -2.031
14 O -3.485 0.603 -1.546
15 C -2.165 -0.798 -2.944
16 C -1.981 -2.091 -2.126
17 C -0.590 -2.225 -1.575
18 C 0.433 -2.698 -2.392
19 C 1.728 -2.799 -1.919
20 C 2.017 -2.437 -0.614
21 C 1.005 -1.976 0.210
22 C -0.289 -1.864 -0.268
23 C 0.031 1.034 -2.175
24 C 0.956 1.606 -1.080
25 H -2.327 -0.654 3.235
26 H -1.286 0.168 4.421
27 H -0.788 -1.403 3.726
28 H 0.995 -0.131 4.461
29 H 3.355 0.478 4.437
30 H 4.334 1.548 2.427
31 H 2.927 2.030 0.498
32 H -1.561 1.588 1.023
33 H -0.696 3.136 0.870
34 H -1.133 3.275 -1.476
35 H -2.629 2.544 -0.848
36 H -1.331 -0.650 -3.629
37 H -3.082 -0.895 -3.528
38 H -2.191 -2.943 -2.777
39 H -2.713 -2.091 -1.317
40 H 0.208 -2.988 -3.410
41 H 2.512 -3.165 -2.567
42 H 3.027 -2.518 -0.239
43 H 1.230 -1.697 1.228
44 H -1.068 -1.483 0.375
45 H 0.256 1.528 -3.132
46 H 0.229 -0.031 -2.272
47 H 1.895 1.053 -1.115
48 H 1.171 2.669 -1.280

Computed properties:
- Multiplicity: 1
- Strongest force on any atom: 0.5 eV Å⁻¹
- Total charge: 0
- SMILES string: COc1ccccc1N1CCN(C(=O)CCc2ccccc2)CC1
- HOMO-LUMO gap: 0.3127 Ha
- E_HOMO: -7.73 eV
- E_tot: -1036.50795 Ha
- Energy relative to the best compared isomer or geometry (same formula, charge and spin): 43.8 kcal/mol

***

Entry 3:
A molecular structure, C12H9N2O4Rh at a distorted geometry, computed with wB97M-V/def2-TZVPD.

Positions of all 28 atoms, in Å:
1 Rh 0.068 -0.957 -1.590
2 O -3.400 -2.094 0.630
3 C -2.248 -1.785 0.146
4 O -2.000 -1.626 -1.053
5 C -1.129 -1.658 1.118
6 C -1.156 -1.769 2.490
7 C 0.059 -1.733 3.182
8 C 1.264 -1.654 2.493
9 C 1.195 -1.537 1.115
10 N 0.051 -1.499 0.491
11 C 2.450 -1.602 0.103
12 O 3.500 -1.854 0.594
13 O 2.045 -1.443 -1.101
14 H -4.095 -2.211 -0.042
15 H -2.097 -1.895 3.009
16 H 0.067 -1.807 4.262
17 H 2.225 -1.700 2.988
18 C 0.327 3.766 -1.476
19 C 1.501 3.075 -1.748
20 C 1.433 1.713 -1.974
21 N 0.252 1.085 -1.964
22 C -0.901 1.745 -1.760
23 C -0.895 3.101 -1.510
24 H 0.360 4.822 -1.239
25 H 2.459 3.574 -1.772
26 H 2.320 1.130 -2.191
27 H -1.830 1.193 -1.855
28 H -1.827 3.622 -1.344

Computed properties:
- Multiplicity: 1
- Strongest force on any atom: 3.8 eV Å⁻¹
- Total charge: +2
- HOMO-LUMO gap (spin up / spin down): 0.2271 / 0.2283 Ha
- E_HOMO (spin up / spin down): -17.16 / -17.16 eV
- E_tot: -983.02380 Ha
- Energy relative to the best compared isomer or geometry (same formula, charge and spin): 0.0 kcal/mol

***

Entry 4:
3 unconnected molecules or ions with the total composition C11H29N2O6S2, computed with wB97M-V/def2-TZVPD.

Positions of all 50 atoms, in Å:
1 C 2.905 2.041 -1.103
2 C 3.669 0.761 -0.720
3 N 4.917 0.987 -0.003
4 C 4.710 1.262 1.455
5 C 4.658 2.792 1.725
6 C 5.864 3.634 1.187
7 N 5.699 4.140 -0.190
8 H 2.527 2.585 -0.237
9 H 2.044 1.755 -1.731
10 H 3.532 2.679 -1.738
11 H 2.973 0.065 -0.201
12 H 3.942 0.264 -1.672
13 H 5.372 0.087 -0.025
14 H 5.668 0.954 1.935
15 H 4.684 2.893 2.823
16 H 3.695 3.238 1.428
17 H 5.976 4.514 1.847
18 H 6.753 2.997 1.233
19 H 4.857 3.798 -0.617
20 H 5.715 5.144 -0.198
21 O 0.900 -1.673 1.028
22 S -0.002 -0.566 1.148
23 O 0.407 0.690 1.700
24 O -1.328 -1.068 1.926
25 C -1.146 -1.665 3.214
26 C -0.808 -0.642 4.284
27 C -0.760 -0.267 -0.418
28 H -0.385 -2.447 3.162
29 H -2.092 -2.150 3.459
30 H 0.163 -0.184 4.099
31 H -0.776 -1.114 5.268
32 H -1.549 0.159 4.296
33 H -1.110 -1.210 -0.832
34 H -0.001 0.170 -1.065
35 H -1.581 0.433 -0.284
36 O -4.205 -0.636 -2.869
37 S -4.630 -1.590 -1.885
38 O -3.774 -2.661 -1.461
39 O -6.049 -2.201 -2.339
40 C -6.131 -2.807 -3.637
41 C -5.453 -4.164 -3.689
42 C -5.200 -0.731 -0.452
43 H -5.725 -2.131 -4.393
44 H -7.194 -2.924 -3.847
45 H -4.377 -4.074 -3.543
46 H -5.623 -4.639 -4.656
47 H -5.834 -4.813 -2.901
48 H -5.876 0.063 -0.759
49 H -4.325 -0.313 0.042
50 H -5.697 -1.438 0.207

Computed properties:
- Multiplicity: 1
- Strongest force on any atom: 1.0 eV Å⁻¹
- Total charge: -1
- HOMO-LUMO gap: 0.0879 Ha
- E_HOMO: -0.52 eV
- E_tot: -1793.71632 Ha

***

- Look up the strongest force on any atom of the second one.
  0.5 eV Å⁻¹

***

Copy entry 1 word for word.
2 unconnected molecules or ions with the total composition C4H5NO at a distorted geometry, computed with wB97M-V/def2-TZVPD.

Positions of all 11 atoms, in Å:
1 C 0.259 -1.355 -0.353
2 C -0.675 -0.420 -0.258
3 C -1.275 0.898 -0.182
4 O -1.805 -0.198 -0.967
5 H 1.045 -1.567 0.354
6 H 0.242 -1.955 -1.250
7 H -1.889 1.285 0.628
8 H -0.839 1.650 -0.842
9 C 1.873 0.479 0.812
10 N 2.825 0.593 0.169
11 H 0.988 0.362 1.408

Computed properties:
- Multiplicity: 1
- Strongest force on any atom: 1.2 eV Å⁻¹
- Total charge: 0
- SMILES string: C=C1CO1.C#N
- HOMO-LUMO gap: 0.3747 Ha
- E_HOMO: -9.38 eV
- E_tot: -285.27562 Ha
- Energy relative to the best compared isomer or geometry (same formula, charge and spin): 87.2 kcal/mol

***

- What is the strongest force on any atom in the third record?
  3.8 eV Å⁻¹